[1]
C3H3FeO2 | ωB97M-V/def2-TZVPD

Values from the calculation:
Lowest unoccupied orbital energy (spin up / spin down), eV: -0.50 / -1.41
Gap between HOMO and LUMO (spin up / spin down), eV: 7.03 / 7.16
2S+1: 6
⟨S²⟩: 8.799
Energy above the lowest of the compared OMol25 structures with the same formula, charge and spin, kcal per mole: 54.07
Total charge: 0

Structure (XYZ):
```
9
C3H3FeO2, DFT ωB97M-V/def2-TZVPD
Fe 0.42783 2.35773 -1.12981
O 0.20719 2.15261 0.88056
O 0.19759 0.44759 -0.43173
C -0.48735 -1.38780 0.85318
C 0.17763 0.90488 0.92642
C -0.23314 -0.91196 -0.49801
H 0.53073 -1.50232 -1.03733
H -1.19100 -0.94581 -1.05534
H 0.37053 -1.11492 1.49205
```

***

[2]
C3H3GdLiO3 | ωB97M-V/def2-TZVPD

Values from the calculation:
Lowest unoccupied orbital energy (spin up / spin down), eV: -8.29 / -7.48
Gap between HOMO and LUMO (spin up / spin down), eV: 6.95 / 7.78
2S+1: 9
⟨S²⟩: 21.044
Energy above the lowest of the compared OMol25 structures with the same formula, charge and spin, kcal per mole: 74.32
Total charge: +2

Structure (XYZ):
```
11
C3H3GdLiO3, DFT ωB97M-V/def2-TZVPD
Gd -3.38982 -0.14180 -0.45667
O -1.03377 0.85258 0.20578
O 3.78009 -0.03441 1.18774
O 0.39091 -0.77793 0.71379
C -0.80682 -0.38282 0.32400
C 2.67265 -0.45347 1.32697
C 1.38546 0.21674 0.96554
Li 5.63418 -0.25873 1.79944
H 1.54646 0.85142 0.08047
H 5.27508 -0.87260 3.42251
H 1.09713 0.86512 1.80784
```

***

[3]
C3H3HgO2 | ωB97M-V/def2-TZVPD

Values from the calculation:
Lowest unoccupied orbital energy (spin up / spin down), eV: 0.67 / -1.93
Gap between HOMO and LUMO (spin up / spin down), eV: 8.74 / 6.05
2S+1: 2
⟨S²⟩: 0.758
Energy above the lowest of the compared OMol25 structures with the same formula, charge and spin, kcal per mole: 41.83
Total charge: 0

Structure (XYZ):
```
9
C3H3HgO2, DFT ωB97M-V/def2-TZVPD
Hg 1.70700 1.87942 -0.01081
O -0.44668 1.11913 0.17108
O 2.24538 -0.23006 0.06956
C 1.09900 -0.85109 -0.03883
C -1.47855 0.11176 -0.05353
C -0.09861 -0.25110 0.06472
H 1.09654 -1.95582 0.04203
H -2.16551 -0.00628 0.79094
H -1.95857 0.18405 -1.03516
```